[1]
Entry from the OMol25 dataset: 5 unconnected molecules or ions with the total composition C37H43FIN6O11 in a non-equilibrium geometry (ωB97M-V/def2-TZVPD).

Maximum force ... 2.445 eV/A
LUMO ... -2.484 eV
E ... -81330.265 eV
Charge ... +1

Each line ends with the Löwdin charge.
Atoms and positions in Å:
C (0.5060, 0.2040, -2.8667)  -0.06
C (1.9966, -0.1619, -2.7981)  -0.14
C (2.3419, -1.2475, -1.7519)  -0.26
F (1.6049, -2.3765, -1.9324)  0.06
N (2.1000, -0.7050, -0.4042)  0.14
C (0.9083, -0.6738, 0.3348)  -0.08
C (-0.4063, -1.2414, -0.0965)  -0.08
C (-0.9913, -2.2745, 0.9340)  -0.20
O (-2.3407, -1.9990, 1.3045)  -0.11
C (1.2251, -0.0194, 1.5020)  -0.09
C (0.2170, 0.2978, 2.5859)  -0.16
C (0.4987, -0.3243, 3.9879)  -0.72
C (0.7932, 0.8406, 4.9658)  -0.20
I (-1.3699, -1.1758, 4.6893)  0.95
N (2.5895, 0.2839, 1.4483)  0.07
C (3.3956, 0.9793, 2.4436)  -0.05
C (3.8596, 0.0477, 3.6014)  -0.19
O (3.8484, -1.3032, 3.1534)  -0.04
C (3.0889, -0.1437, 0.2875)  -0.30
O (4.3381, -0.0619, -0.1577)  0.18
H (-0.0770, -0.6964, -3.0689)  0.07
H (0.3522, 0.9268, -3.6733)  0.08
H (0.2076, 0.7142, -1.9475)  0.08
H (2.4012, -0.5035, -3.7555)  0.11
H (2.5473, 0.7339, -2.4824)  0.12
H (3.4049, -1.4505, -1.9011)  0.16
H (-0.3784, -1.7387, -1.0633)  0.10
H (-1.1442, -0.4450, -0.1710)  0.10
H (-0.8862, -3.2930, 0.5468)  0.13
H (-0.4118, -2.2069, 1.8608)  0.08
H (-2.8599, -2.6065, 0.7639)  0.10
H (0.0563, 1.3797, 2.6639)  0.14
H (-0.7287, -0.1146, 2.2286)  0.06
H (1.2852, -1.0761, 3.9815)  0.06
H (1.6515, 1.4272, 4.6192)  0.06
H (-0.0737, 1.5052, 4.8951)  0.06
H (0.9126, 0.4934, 5.9935)  0.08
H (4.3144, 1.3291, 1.9623)  0.12
H (2.8841, 1.8819, 2.7870)  0.14
H (3.2209, 0.1454, 4.4807)  0.10
H (4.8668, 0.3398, 3.9173)  0.13
H (3.2741, -1.7866, 3.7543)  0.09
H (4.7219, 0.7958, 0.0749)  0.14
C (5.6409, 0.9794, -7.4491)  -0.07
C (4.8887, 0.0083, -6.8000)  -0.07
C (3.5050, 0.0802, -6.8117)  -0.02
C (2.8910, 1.1255, -7.4795)  -0.15
C (3.6262, 2.1033, -8.1246)  0.00
C (5.0103, 2.0271, -8.1067)  -0.06
N (1.4221, 1.1923, -7.5157)  -0.35
O (0.7999, 0.3291, -6.9211)  0.05
O (0.9144, 2.0994, -8.1369)  0.10
H (6.7215, 0.9181, -7.4438)  0.11
H (5.3822, -0.8072, -6.2882)  0.11
H (2.9206, -0.6762, -6.3080)  0.10
H (3.1371, 2.9173, -8.6397)  0.12
H (5.5976, 2.7832, -8.6094)  0.11
C (-0.7465, -3.0203, -6.1251)  -0.06
C (-2.0812, -3.3207, -6.3675)  -0.05
C (-2.8428, -3.9403, -5.3869)  0.00
C (-2.2544, -4.2453, -4.1716)  -0.15
C (-0.9257, -3.9588, -3.9213)  -0.01
C (-0.1711, -3.3438, -4.9047)  -0.07
N (-3.0608, -4.8752, -3.1154)  -0.35
O (-4.2185, -5.1316, -3.3657)  0.09
O (-2.5184, -5.0934, -2.0465)  0.06
H (-0.1553, -2.5306, -6.8883)  0.10
H (-2.5295, -3.0686, -7.3186)  0.11
H (-3.8809, -4.1727, -5.5758)  0.12
H (-0.4710, -4.2048, -2.9722)  0.11
H (0.8693, -3.1107, -4.7186)  0.10
C (-7.5144, 0.9305, -1.2539)  -0.06
C (-7.5193, 1.1566, 0.1160)  -0.06
C (-6.3737, 0.9283, 0.8619)  0.00
C (-5.2331, 0.4791, 0.2209)  -0.14
C (-5.2147, 0.2426, -1.1429)  -0.01
C (-6.3643, 0.4700, -1.8818)  -0.06
N (-4.0115, 0.2605, 1.0066)  -0.32
O (-4.0617, 0.4552, 2.2063)  0.07
O (-3.0116, -0.1069, 0.4216)  0.01
H (-8.4091, 1.1145, -1.8344)  0.11
H (-8.4163, 1.5137, 0.6031)  0.11
H (-6.3793, 1.1044, 1.9276)  0.12
H (-4.3205, -0.1125, -1.6346)  0.12
H (-6.3634, 0.2918, -2.9485)  0.11
C (-0.6002, 2.6841, 10.8326)  -0.06
C (0.7229, 2.9689, 10.5198)  -0.06
C (1.0606, 3.3786, 9.2402)  -0.01
C (0.0624, 3.5015, 8.2890)  -0.15
C (-1.2592, 3.2149, 8.5832)  0.00
C (-1.5888, 2.8030, 9.8644)  -0.06
N (0.4120, 3.9583, 6.9376)  -0.35
O (1.5842, 4.1819, 6.6991)  0.06
O (-0.4885, 4.0855, 6.1311)  0.07
H (-0.8617, 2.3695, 11.8346)  0.11
H (1.4910, 2.8745, 11.2752)  0.11
H (2.0898, 3.6002, 8.9984)  0.12
H (-2.0297, 3.3101, 7.8320)  0.12
H (-2.6177, 2.5782, 10.1097)  0.11

[2]
Entry from the OMol25 dataset: a molecular structure, C37H43N11O2P2STi (ωB97M-V/def2-TZVPD).

Relative energy (zero: lowest compared OMol25 entry of this formula, charge and spin) ... 5.8 kcal/mol
Maximum force ... 0.465 eV/A
LUMO (alpha / beta) ... -2.832 / -2.860 eV
2S+1 ... 2
E ... -112079.169 eV
Charge ... +1

Each line ends with the Mulliken spin population.
Atoms and positions in Å:
Ti (-1.5407, 0.9095, -0.2711)  0.94
C (-0.4080, 0.5246, -4.6920)  0.00
C (-0.7571, 0.9808, -3.3136)  0.03
N (-1.1646, 0.1603, -2.4063)  -0.04
N (-1.2732, -1.1372, -2.8295)  0.00
C (-2.0918, -1.8434, -2.0967)  0.01
N (-2.2899, -3.1236, -2.4563)  0.00
S (-2.9211, -1.2361, -0.7128)  -0.03
C (-0.7873, 2.4056, -2.9341)  0.02
C (-0.3064, 3.4181, -3.7533)  -0.01
C (-0.4519, 4.7356, -3.3541)  0.01
C (-1.0770, 5.0067, -2.1478)  0.00
C (-1.4908, 3.9396, -1.3691)  0.02
N (-1.3475, 2.6685, -1.7415)  0.00
H (-1.3112, 0.1693, -5.1925)  0.00
H (0.2675, -0.3274, -4.6415)  0.00
H (0.0393, 1.3095, -5.2928)  0.00
H (-1.9034, -3.4502, -3.3251)  0.00
H (-2.9862, -3.6703, -1.9843)  0.00
H (0.1772, 3.1846, -4.6881)  0.00
H (-0.0829, 5.5378, -3.9784)  0.00
H (-1.2269, 6.0182, -1.8000)  0.00
H (-1.9338, 4.1039, -0.3964)  0.00
C (1.8597, -1.3092, -2.2428)  0.00
N (1.7101, -1.2370, -0.7688)  0.01
P (1.2242, 0.2894, -0.1346)  0.09
C (2.0968, 0.3641, 1.4768)  -0.01
C (1.5043, 0.9356, 2.5966)  0.00
C (2.2028, 1.0271, 3.7950)  0.00
C (3.5048, 0.5631, 3.8770)  0.00
C (4.1163, 0.0211, 2.7525)  0.00
C (3.4176, -0.0745, 1.5626)  0.00
C (2.2826, 1.4575, -1.0671)  0.00
C (3.4862, 1.0897, -1.6695)  0.00
C (4.2876, 2.0416, -2.2775)  0.00
C (3.9053, 3.3768, -2.2817)  0.00
C (2.7199, 3.7530, -1.6699)  0.00
C (1.9096, 2.7995, -1.0687)  0.00
P (0.7580, -2.6530, -0.3098)  0.01
C (2.0270, -3.9220, -0.6663)  0.00
C (3.3911, -3.6571, -0.7539)  0.00
C (4.2893, -4.6840, -0.9986)  0.00
C (3.8322, -5.9860, -1.1569)  0.00
C (2.4739, -6.2563, -1.0821)  0.00
C (1.5751, -5.2254, -0.8488)  0.00
C (0.7966, -2.7094, 1.5239)  0.00
C (-0.4456, -2.8419, 2.1402)  0.00
C (-0.5368, -3.0200, 3.5183)  0.00
C (0.6155, -3.0496, 4.2879)  0.00
C (1.8613, -2.9328, 3.6785)  0.00
C (1.9496, -2.7898, 2.3064)  0.00
H (2.8553, -1.6683, -2.5070)  0.00
H (1.7028, -0.3383, -2.7123)  0.00
H (1.1219, -1.9966, -2.6692)  0.00
H (0.5123, 1.3562, 2.5310)  0.00
H (1.7315, 1.4808, 4.6574)  0.00
H (4.0519, 0.6393, 4.8074)  0.00
H (5.1405, -0.3251, 2.8059)  0.00
H (3.8979, -0.5022, 0.6912)  0.00
H (3.8041, 0.0554, -1.6665)  0.00
H (5.2164, 1.7414, -2.7445)  0.00
H (4.5357, 4.1191, -2.7533)  0.00
H (2.4245, 4.7942, -1.6506)  0.00
H (1.0034, 3.1043, -0.5644)  -0.01
H (3.7448, -2.6386, -0.6373)  0.00
H (5.3483, -4.4711, -1.0665)  0.00
H (4.5348, -6.7860, -1.3486)  0.00
H (2.1134, -7.2675, -1.2159)  0.00
H (0.5111, -5.4336, -0.8060)  0.00
H (-1.3435, -2.8167, 1.5311)  0.00
H (-1.5055, -3.1700, 3.9801)  0.00
H (0.5503, -3.1973, 5.3583)  0.00
H (2.7628, -2.9776, 4.2750)  0.00
H (2.9220, -2.7439, 1.8370)  0.00
C (-6.3571, 1.8542, 2.4004)  0.00
N (-5.5407, 1.9375, 1.1976)  0.00
C (-6.0788, 2.6340, 0.0396)  0.00
C (-4.2763, 1.4597, 1.1437)  0.00
N (-3.4436, 1.7422, 0.1929)  -0.01
N (-3.9376, 0.6173, 2.1821)  0.00
C (-2.7131, 0.0479, 2.4971)  0.02
N (-2.7158, -0.5214, 3.7394)  0.00
N (-1.7325, -0.0087, 1.6818)  -0.05
H (-7.1591, 2.5827, 2.3246)  0.00
H (-5.7749, 2.1096, 3.2864)  0.00
H (-6.8136, 0.8675, 2.5261)  0.00
H (-7.1590, 2.6891, 0.1369)  0.00
H (-5.8561, 2.0810, -0.8737)  0.00
H (-5.6878, 3.6521, -0.0458)  0.00
H (-3.8178, 2.4218, -0.4564)  0.01
H (-4.6997, 0.2938, 2.7532)  0.00
H (-1.8478, -0.9439, 4.0331)  0.00
H (-3.2234, -0.0478, 4.4692)  0.00
H (-0.9220, -0.4608, 2.0923)  0.01
O (-2.0092, 2.7750, 2.5837)  0.00
N (-1.0605, 3.1592, 1.9408)  0.00
O (-0.7577, 2.4450, 0.8815)  -0.02